[1]
Here is C6H10O2 as an isolated structure from OMol25. Energies are from ωB97M-V with the def2-TZVPD basis set.

Structure (XYZ):
```
18
Properties=species:S:1:pos:R:3:forces:R:3
C -2.323775 0.270536 -0.066375 -3.479 -0.284 1.020
C -0.125888 -0.333311 -0.040657 -5.651 -1.801 1.547
C 0.215024 0.841375 -0.921663 -3.674 3.413 -2.704
C 1.244038 0.977135 0.049096 4.789 0.612 4.593
C 1.833372 -0.436941 -0.035183 5.545 1.399 -4.553
C 0.293790 0.533472 1.171609 -4.030 4.494 -4.801
H -2.037690 1.137210 0.826908 -1.525 -2.494 -2.971
H -3.348526 -0.233877 0.189833 1.556 1.459 -0.214
H -2.519792 0.705622 -1.176696 1.114 -0.876 2.568
H 0.328194 1.028416 -2.062588 0.036 -1.196 2.001
H -0.549995 1.598382 -0.506085 0.988 -0.632 -2.033
H 1.979118 1.868194 0.187106 -1.237 -1.677 -0.500
H 2.634332 -0.800834 0.526433 0.512 -0.437 2.276
H 2.516330 -0.186482 -0.953622 -1.299 -1.698 0.099
H -0.587522 1.340144 0.976970 2.329 -1.569 2.704
H 0.500353 0.187382 2.099092 0.857 -1.121 2.631
O -1.481046 -0.891183 0.060690 1.846 2.863 -1.303
O 0.764274 -1.328535 -0.191728 1.323 -0.453 -0.360
```
Positions in Å, forces in eV/Å.

## Properties
HOMO = -9.37 eV
Frontier orbital gap = 10.244 eV
Lowest unoccupied orbital energy = 0.0321 Ha
E = -384.86718 Eh
Energy relative to the best compared isomer or geometry (same formula, charge and spin) = 617.6 kJ/mol

=====

[2]
Here is a 2-piece molecular cluster, C4H9FN3 overall from OMol25. Energies are from ωB97M-V with the def2-TZVPD basis set.

Structure (XYZ):
```
17
Properties=species:S:1:pos:R:3:forces:R:3
C -0.512289 0.077587 0.104797 -2.290 -1.501 1.792
H -0.249666 1.120169 1.900291 -0.058 -0.296 -0.118
C 0.406569 0.613062 1.169633 1.142 0.005 -0.637
C -1.671591 -0.828446 0.499545 0.871 1.328 0.866
N -2.572511 -1.135848 -0.306667 -0.449 -0.449 -0.007
N -0.458957 0.501058 -1.106112 -0.152 2.768 -1.412
H -1.249349 1.159784 -1.236096 -0.094 -1.701 -1.097
H 0.418808 0.100742 -1.883643 0.973 -0.572 0.298
C 1.293755 1.688337 0.515285 0.337 0.090 0.310
H 1.931568 1.220784 -0.249042 -0.236 0.205 0.144
H 0.683533 2.472387 0.041245 0.271 -0.304 0.142
H 1.935281 2.162421 1.274388 -0.084 -0.107 -0.059
N 1.133107 -0.438417 1.859377 0.312 -0.475 0.204
H 1.871882 -0.043294 2.431437 0.013 -0.076 -0.076
H 1.555134 -1.091940 1.193789 -0.164 0.419 0.213
H -1.620392 -1.106262 1.598035 -0.077 0.034 -0.419
F 1.295530 -0.618375 -2.239278 -0.312 0.631 -0.140
```
Positions in Å, forces in eV/Å.

## Properties
HOMO (alpha / beta) = -2.92 / -2.38 eV
Frontier orbital gap (alpha / beta) = 6.402 / 5.883 eV
Lowest unoccupied orbital energy (alpha / beta) = 0.1280 / 0.1288 Ha
E = -421.84796 Eh
Energy relative to the best compared isomer or geometry (same formula, charge and spin) = 204.9 kJ/mol
Net charge = -1

=====

[3]
Here is one molecule with the formula C2H2Br2N2S from OMol25. Energies are from ωB97M-V with the def2-TZVPD basis set.

Structure (XYZ):
```
9
Properties=species:S:1:pos:R:3:forces:R:3
Br 3.237855 -0.568991 -0.118298 -0.486 -0.178 0.097
C 1.367693 -0.382890 -0.051367 -0.524 1.165 -0.967
N 0.839991 0.618772 -0.694130 2.751 -0.106 0.424
N -0.469923 0.788954 -0.601671 -1.851 -0.662 0.301
Br -0.854210 2.611689 0.320960 0.292 -1.559 -0.319
C -1.082723 -0.426411 0.019167 0.094 2.585 5.891
S 0.315812 -1.470874 0.788665 -0.571 0.849 -0.423
H -1.804132 -0.130273 0.980512 1.668 -0.810 -2.869
H -1.550361 -1.039977 -0.643839 -1.373 -1.284 -2.136
```
Positions in Å, forces in eV/Å.

## Properties
HOMO (alpha / beta) = -8.76 / -8.76 eV
Frontier orbital gap (alpha / beta) = 7.453 / 7.453 eV
Lowest unoccupied orbital energy (alpha / beta) = -0.0482 / -0.0481 Ha
E = -5733.02942 Eh
Energy relative to the best compared isomer or geometry (same formula, charge and spin) = 16.2 kJ/mol
SMILES = BrC1=NN(Br)CS1

=====

[4]
Here is one molecule with the formula C4H8S2 from OMol25. Energies are from ωB97M-V with the def2-TZVPD basis set.

Structure (XYZ):
```
14
Properties=species:S:1:pos:R:3:forces:R:3
C -0.602543 -1.668871 1.413994 2.124 0.370 1.267
C -0.382972 -0.432803 0.977922 0.369 -0.435 -0.908
C 0.766365 0.451148 1.358394 -0.576 0.800 1.319
S 1.915531 0.781538 0.017851 0.133 0.742 -0.730
C -1.343892 0.235373 -0.019852 -0.521 -1.420 0.554
S -1.248967 -0.294314 -1.777248 0.055 0.143 0.487
H 0.096276 -2.237220 2.090812 -0.745 0.908 -0.777
H -1.476859 -2.160363 1.144475 -1.442 -0.935 -0.528
H 0.158825 1.336741 1.683052 1.241 -0.067 -0.278
H 1.444682 0.174753 2.179703 -0.986 -0.481 0.043
H 2.250306 2.046491 0.376647 -0.109 -0.427 -0.089
H -2.354075 -0.075899 0.290506 0.206 0.166 -0.275
H -1.319220 1.302840 0.052700 0.180 0.629 -0.072
H -0.086703 0.308006 -2.050293 0.071 0.008 -0.014
```
Positions in Å, forces in eV/Å.

## Properties
HOMO = -8.98 eV
Frontier orbital gap = 9.622 eV
Lowest unoccupied orbital energy = 0.0237 Ha
E = -953.53726 Eh
Energy relative to the best compared isomer or geometry (same formula, charge and spin) = 129.6 kJ/mol
SMILES = C=C(CS)CS